The following is a quantum chemistry calculation of 4 unconnected molecules or ions with the total composition C37H76N5OS2 at a distorted geometry, from the OMol25 dataset.

energy = -2599.962380 a.u.
net charge = +1
multiplicity = 1

Geometry as XYZ:
```
121
Properties=species:S:1:pos:R:3:forces:R:3
C 2.4310 0.7790 3.5178 -0.1 0.3 0.0
C 2.0505 2.3898 3.7209 -0.7 -0.5 1.2
C 0.5780 2.7569 3.0441 0.4 -0.7 -0.2
C 0.6865 2.9690 1.3886 2.0 0.6 2.4
N -0.3879 2.2279 0.6244 1.3 -0.9 -1.3
C -1.0978 3.0948 -0.3911 -1.2 1.4 -1.6
C -2.7185 3.3225 -0.0508 0.5 0.4 -0.8
C -3.5685 2.2939 -1.0038 -0.2 0.2 -0.1
C -5.0025 1.7932 -0.3770 -1.2 -1.0 -0.7
C -4.8788 0.8495 0.9578 3.6 -2.0 4.6
C -3.5369 0.6442 1.8769 -4.9 -1.3 -0.2
N -3.8670 -0.2764 3.0310 -3.0 1.0 -3.8
C -2.7617 -0.5531 4.0263 1.2 0.0 1.0
C -2.9138 0.4443 5.3188 -0.5 0.5 0.7
C -2.8774 2.0521 4.9536 -0.2 0.4 -0.2
C -5.3023 -0.7439 2.9343 3.4 3.1 -2.2
O -5.9634 -1.6778 3.8601 3.4 -1.2 -1.9
C -5.1962 -2.9509 3.9789 5.5 -4.8 -3.1
N -4.3607 -3.9411 3.7617 -7.6 8.9 2.2
N -5.8680 -0.0326 1.6872 3.3 -0.6 2.6
N -7.1921 -0.2443 1.2821 -1.2 0.8 0.2
C 0.3211 1.0451 -0.0120 1.8 -0.6 -2.2
S 1.3899 1.1701 -1.3704 -2.3 0.2 2.7
S 0.1254 -0.7301 0.6664 0.6 1.8 -0.4
C 1.5893 -1.7706 0.0821 1.4 -1.8 -0.5
C 1.1950 -3.3664 0.3412 -0.9 0.3 0.1
C 1.0175 -3.7133 1.9411 -0.2 -0.3 0.1
H 1.4354 0.1656 3.4055 1.9 1.2 0.1
H 3.0868 0.6343 2.5514 -1.3 0.1 1.9
H 2.9961 0.3364 4.4657 -1.1 1.1 -2.2
H 2.9135 3.1088 3.3876 -1.7 -1.4 0.5
H 1.9211 2.5279 4.8988 0.3 -0.1 -2.6
H -0.1015 1.8048 3.2448 1.3 2.0 -0.4
H 0.1062 3.7024 3.5725 0.9 -1.9 -1.1
H 1.7848 2.5890 1.1163 -2.5 0.8 0.3
H 0.7031 4.1288 1.2280 -0.4 -2.3 -0.1
H -1.0912 2.6456 -1.4960 0.3 0.7 2.6
H -0.6121 4.1787 -0.5096 -0.8 -2.5 0.5
H -2.9589 3.2583 1.0926 0.5 -0.1 -2.2
H -2.9962 4.4234 -0.4000 0.6 -2.3 0.8
H -2.9080 1.3687 -1.3558 -1.5 1.8 1.1
H -3.8171 2.8867 -2.0062 0.3 -1.4 2.2
H -5.5118 1.1138 -1.2162 1.0 1.3 1.9
H -5.7821 2.6791 -0.2026 1.9 -1.8 -0.1
H -2.4551 1.0842 1.8033 -2.3 -0.8 0.0
H -2.7416 -1.6735 4.3645 -0.3 2.1 -0.7
H -1.7389 -0.3567 3.4440 -2.3 -0.4 1.2
H -2.0954 0.1978 6.1481 -1.7 0.4 -2.0
H -3.9747 0.2441 5.8236 2.3 0.3 -1.1
H -2.9844 2.7448 5.9175 0.2 -1.8 -2.0
H -1.8962 2.4010 4.4101 -1.8 -0.9 1.1
H -3.7801 2.3163 4.2399 1.8 -0.5 1.4
H -7.7220 0.6683 1.2248 1.0 -1.2 0.2
H -7.7169 -0.8370 1.9642 1.0 0.5 -0.7
H 2.5802 -1.5829 0.6980 -2.2 0.1 -1.2
H 1.8262 -1.6696 -1.0596 -0.7 0.2 2.3
H 0.1449 -3.5449 -0.1709 2.2 0.3 0.9
H 1.9630 -4.0951 -0.1905 -1.5 1.8 1.2
H 1.8365 -4.4779 2.3514 -1.9 1.7 -1.0
H -0.0732 -4.1666 2.0887 2.5 0.9 -0.1
H 1.0868 -2.7418 2.5967 -0.1 -1.8 -1.3
C 6.6406 4.9598 -5.7880 0.2 0.1 0.0
C 6.5594 3.4892 -5.4131 -0.1 -0.1 -0.1
C 5.1306 3.0149 -5.1316 0.0 -0.2 0.1
C 4.4359 3.6962 -3.9464 0.0 0.2 -0.1
C 5.1629 3.5772 -2.6046 -0.1 0.0 -0.1
C 5.3012 2.1409 -2.1227 0.2 0.0 0.1
H 6.2937 5.6035 -4.9751 0.0 0.0 -0.1
H 7.6759 5.2345 -6.0098 -0.1 0.1 0.0
H 6.0359 5.1689 -6.6759 0.0 0.0 0.1
H 7.2054 3.2917 -4.5509 -0.1 0.0 0.0
H 6.9645 2.8946 -6.2412 0.0 0.0 0.1
H 5.1461 1.9299 -4.9695 0.0 0.1 0.0
H 4.5201 3.1747 -6.0284 0.0 0.0 0.1
H 3.4299 3.2700 -3.8442 0.1 0.0 0.0
H 4.2892 4.7587 -4.1727 0.0 -0.1 0.0
H 4.6010 4.1436 -1.8535 0.1 0.0 -0.1
H 6.1535 4.0424 -2.6612 -0.1 0.0 0.0
H 4.3187 1.6707 -2.0138 0.1 0.0 0.0
H 5.7980 2.1173 -1.1477 -0.1 -0.1 -0.1
H 5.8982 1.5382 -2.8130 -0.1 0.0 0.1
C 3.6482 0.9289 -8.0836 0.1 -0.1 -0.1
C 3.1113 2.2473 -8.6158 -0.1 0.1 0.1
C 1.6520 2.5062 -8.2295 0.0 0.2 -0.1
C 0.6399 1.4928 -8.7772 0.1 -0.1 0.1
C 0.6240 1.3410 -10.3004 -0.1 0.0 0.1
C 0.2343 2.6197 -11.0265 0.1 0.0 -0.2
H 3.1011 0.0753 -8.4931 0.0 0.0 0.1
H 4.7000 0.8123 -8.3603 -0.1 -0.1 0.1
H 3.5779 0.8925 -6.9920 0.0 0.0 -0.1
H 3.2316 2.2827 -9.7039 0.0 0.0 0.1
H 3.7255 3.0625 -8.2138 -0.1 0.0 -0.1
H 1.3741 3.5141 -8.5621 0.0 -0.1 0.0
H 1.5710 2.5191 -7.1361 0.0 0.0 0.0
H -0.3615 1.7879 -8.4395 0.1 0.0 0.0
H 0.8297 0.5107 -8.3290 0.0 0.1 0.0
H -0.0957 0.5580 -10.5640 0.1 0.0 0.0
H 1.5990 0.9957 -10.6627 -0.1 0.0 0.1
H -0.7588 2.9577 -10.7136 0.1 0.0 0.0
H 0.2081 2.4459 -12.1069 0.0 0.1 0.1
H 0.9489 3.4259 -10.8382 -0.1 0.0 0.0
C -2.3076 -9.2674 8.4621 0.1 -0.2 -0.1
C -1.7778 -7.8549 8.6468 -0.1 0.1 0.1
C -2.8735 -6.7861 8.5929 0.1 0.2 0.0
C -3.6246 -6.6849 7.2599 0.0 -0.2 0.0
C -2.7489 -6.4148 6.0337 -0.2 0.0 0.0
C -2.0178 -5.0824 6.1007 0.2 0.0 -0.1
H -2.7709 -9.3997 7.4806 0.0 0.0 0.1
H -1.4896 -9.9891 8.5427 -0.1 0.0 0.0
H -3.0498 -9.5079 9.2296 0.0 0.0 -0.1
H -1.0051 -7.6495 7.8982 0.0 0.0 0.0
H -1.2815 -7.7928 9.6232 0.0 0.0 -0.1
H -2.4273 -5.8132 8.8340 -0.1 -0.1 0.0
H -3.6034 -6.9854 9.3866 0.1 0.0 -0.1
H -4.3726 -5.8866 7.3448 0.0 0.0 0.0
H -4.1902 -7.6084 7.0902 0.0 0.1 0.0
H -3.3876 -6.4168 5.1434 0.1 -0.1 0.1
H -2.0241 -7.2246 5.8927 -0.1 0.1 0.0
H -2.7268 -4.2537 6.1947 0.0 0.0 0.0
H -1.4342 -4.9270 5.1878 0.0 0.1 0.1
H -1.3257 -5.0426 6.9467 -0.1 0.0 -0.1
```
Positions in Å, forces in eV/Å.

=====

The following is a quantum chemistry calculation of a molecular structure, C4H12N4 at a distorted geometry, from the OMol25 dataset.

energy above the lowest of the compared OMol25 structures with the same formula, charge and spin = 45.2 kcal per mole
multiplicity = 1

Geometry as XYZ:
```
20
Properties=species:S:1:pos:R:3:forces:R:3
C -0.1886 -1.0505 -0.7928 -0.4 0.0 -1.0
C -0.2657 0.1599 -1.4925 0.1 -0.5 0.2
C 1.0866 -1.5072 -0.1650 0.1 -0.1 0.0
N -1.2140 -1.9353 -0.7887 0.5 0.5 0.3
N -1.1241 -0.4635 1.7746 -0.1 0.0 0.3
H -1.2654 -2.5284 0.0240 -0.1 0.0 0.0
H -2.1011 -1.6086 -1.1416 0.1 -0.1 0.0
H -2.1120 -0.2971 1.9485 0.2 0.0 0.1
H -0.7165 -0.8170 2.6361 -0.2 0.1 0.0
H -0.1556 1.1646 -0.4349 0.2 0.7 0.9
H 1.5263 -2.2705 -0.8133 0.1 0.1 0.0
H 1.7834 -0.6794 -0.0465 0.0 0.0 -0.1
H -1.1667 0.3520 -2.0634 -0.2 0.0 0.1
H 0.6312 0.4242 -2.0431 0.2 0.3 0.3
H 0.9252 -1.9676 0.8106 -0.1 0.1 -0.1
N 0.0670 2.0246 0.5770 -0.6 -1.6 -0.7
N 2.0083 3.4117 0.0971 0.4 -0.5 0.5
C 1.0089 2.7346 0.3777 0.4 1.1 -0.9
H 1.9702 4.4057 -0.0489 -0.3 0.0 0.0
H -0.6975 0.4479 1.5851 -0.1 -0.1 0.1
```
Positions in Å, forces in eV/Å.

=====

The following is a quantum chemistry calculation of 2 unconnected molecules or ions with the total composition C4H3IN2 at a distorted geometry, from the OMol25 dataset.

energy above the lowest of the compared OMol25 structures with the same formula, charge and spin = 60.8 kcal per mole
multiplicity = 1

Geometry as XYZ:
```
10
Properties=species:S:1:pos:R:3:forces:R:3
C 0.6581 -0.7505 1.4658 -1.1 -0.7 1.4
C 0.6354 -1.3884 -0.9500 0.1 1.0 1.2
C -1.0801 0.9336 -0.2209 1.7 0.3 -1.7
C 0.7896 -0.4455 0.0917 -1.9 3.5 -0.3
N 0.3459 -0.9392 2.5690 0.7 0.2 -1.1
N 0.3788 -2.0345 -1.8498 -0.2 -1.1 -1.3
I 2.1971 1.1671 -0.1757 0.1 -0.6 -0.2
H -1.3285 0.7526 -1.3088 0.5 -0.2 1.4
H -1.8531 0.7031 0.4756 -0.2 -0.8 0.6
H -0.7432 2.0016 -0.0969 0.3 -1.4 0.1
```
Positions in Å, forces in eV/Å.

=====

The following is a quantum chemistry calculation of a molecular structure, H14LiO7, from the OMol25 dataset.

energy above the lowest of the compared OMol25 structures with the same formula, charge and spin = 3.1 kcal per mole
multiplicity = 2

Geometry as XYZ:
```
22
Properties=species:S:1:pos:R:3:forces:R:3
Li 0.2566 -0.1434 -0.1914 0.3 -0.2 -0.4
O -0.6980 -0.4544 1.6740 0.0 0.1 -0.4
H -1.1997 -0.9784 2.2984 -0.1 -0.4 0.1
H -0.1123 0.0718 2.2183 0.5 0.4 0.3
O 1.6825 1.6092 0.8265 -1.0 -0.2 0.0
H 2.5382 1.5722 0.3993 0.6 -0.2 -0.4
H 1.8462 2.0639 1.6528 0.0 0.3 0.4
O 2.1320 -1.2143 0.1003 -0.3 -0.2 0.4
H 2.7431 -1.9126 0.3351 0.0 -0.3 0.2
H 2.5267 -0.7975 -0.6657 0.2 0.4 -0.4
O -3.4222 -0.0918 0.9326 -0.4 -0.1 -0.2
H -3.6151 0.0094 1.8646 -0.2 0.1 0.2
H -2.4673 -0.0525 0.8795 0.3 0.1 -0.1
O -1.1504 1.2563 -0.6842 0.0 -0.4 0.2
H -1.3096 1.6241 0.1851 -0.1 0.4 0.4
H -1.1935 2.0085 -1.2746 0.1 0.2 -0.3
O -0.8438 -1.7286 -1.1259 0.1 0.1 0.2
H -1.5706 -2.1684 -0.6848 -0.3 0.0 0.2
H -0.7944 -2.1489 -1.9845 0.2 0.0 -0.3
O 1.3592 0.3424 -1.9458 -0.4 -0.3 0.4
H 1.8091 -0.1327 -2.6444 0.2 -0.4 -0.5
H 1.4834 1.2658 -2.1650 0.1 0.8 0.0
```
Positions in Å, forces in eV/Å.

=====

The following is a quantum chemistry calculation of a molecular structure, C3H7N3 at a distorted geometry, from the OMol25 dataset.

energy above the lowest of the compared OMol25 structures with the same formula, charge and spin = 122.8 kcal per mole
multiplicity = 1

Geometry as XYZ:
```
13
Properties=species:S:1:pos:R:3:forces:R:3
C -0.7288 -2.5633 1.0982 4.2 1.5 -1.0
C 0.0555 -0.1689 0.4741 3.9 -0.7 2.3
C 0.6761 2.9575 -1.2911 -2.7 -2.8 0.7
H -1.7519 -2.6009 1.5632 1.4 -0.1 -0.4
H 0.3857 -2.6549 1.9444 -3.8 0.0 -2.2
H -0.5328 -3.3372 0.1863 -0.7 1.6 2.7
H 0.6280 -0.2005 1.4082 0.4 1.6 0.2
H -0.2737 0.3642 -1.2141 -0.1 1.1 -1.8
H 0.0179 2.6352 -2.1708 1.4 0.2 0.6
H 0.8233 4.1074 -1.3728 0.3 -2.3 1.5
N -0.5463 -1.2279 0.3266 -3.1 -3.0 -1.9
N 0.5211 0.6538 -0.6525 -2.0 0.3 2.3
N 0.7260 2.0355 -0.2997 0.9 2.6 -2.9
```
Positions in Å, forces in eV/Å.

=====

The following is a quantum chemistry calculation of a single C6H12S molecule at a distorted geometry, from the OMol25 dataset.

structure (SMILES) = C=C[C@H](C)CCS
energy above the lowest of the compared OMol25 structures with the same formula, charge and spin = 39.2 kcal per mole
multiplicity = 1

Geometry as XYZ:
```
19
Properties=species:S:1:pos:R:3:forces:R:3
C 0.6654 0.9998 -0.2675 1.0 2.7 -0.8
C 1.3714 0.7427 -1.3973 -1.0 -0.4 0.9
C -0.9689 -0.3204 1.1220 -1.9 0.1 -0.7
C -1.6977 -0.3019 -0.2898 1.2 0.5 2.5
C 0.4150 0.1126 0.9025 4.1 -0.9 1.5
C 1.2805 -1.1153 0.5981 0.1 -1.6 2.3
S -2.2724 1.3290 -0.6351 -1.7 1.4 1.1
H 0.2944 2.0435 -0.1302 0.5 -0.8 -0.2
H 1.6967 -0.2553 -1.6935 0.1 0.2 0.4
H 1.5816 1.4790 -2.1591 -0.3 0.4 0.2
H -1.5581 0.3429 1.7683 0.2 0.1 -0.1
H -0.9483 -1.2861 1.6609 -0.3 0.1 -0.6
H -1.0733 -0.6021 -1.0881 0.3 -0.9 -0.7
H -2.5821 -0.8007 -0.1334 -1.8 -1.9 -0.4
H 0.9164 0.4534 1.9252 -1.2 0.3 -2.2
H 0.8864 -1.6928 -0.1882 -0.9 -0.9 -1.0
H 1.4076 -1.8224 1.4796 -0.4 0.9 -0.8
H 2.2671 -0.9157 0.2687 1.0 0.7 0.0
H -1.6817 1.6098 -1.7430 0.9 0.1 -1.3
```
Positions in Å, forces in eV/Å.

=====

The following is a quantum chemistry calculation of 8 unconnected molecules or ions with the total composition C3H21NO9 at a distorted geometry, from the OMol25 dataset.

structure (SMILES) = O=CNCCO.O.O.O.O.O.O.O
energy above the lowest of the compared OMol25 structures with the same formula, charge and spin = 0.0 kcal per mole
multiplicity = 1

Geometry as XYZ:
```
34
Properties=species:S:1:pos:R:3:forces:R:3
C -2.3753 1.0110 -1.2838 -1.6 -0.4 -0.5
N -1.7660 -0.2130 -1.3982 0.9 0.3 1.2
C -0.6466 -0.5855 -0.5249 0.2 -0.1 0.1
C -0.3609 -2.0781 -0.6432 0.4 -0.3 0.2
O 0.7904 -2.4733 0.0938 -0.3 0.1 0.0
O -3.4195 1.2424 -1.8606 0.5 0.2 0.4
H -1.8456 1.7543 -0.6799 0.2 0.0 0.1
H -2.3126 -0.9660 -1.7618 -0.5 -0.2 -0.3
H 0.2508 -0.0216 -0.8014 -0.1 -0.1 -0.1
H -0.8411 -0.3468 0.5169 -0.2 0.1 0.2
H -1.1772 -2.6599 -0.2028 -0.1 0.1 -0.3
H -0.2297 -2.3642 -1.6931 -0.2 0.0 0.0
H 1.5535 -1.9204 -0.1651 -0.1 0.1 -0.1
H -0.1217 -1.3570 2.9931 -0.2 0.0 0.0
H 0.7399 -2.0372 1.8503 -0.3 0.1 0.6
O 0.7634 -1.6705 2.7680 0.3 -0.2 -0.4
H -0.5677 0.7209 -4.0475 0.0 0.1 0.6
H -0.7633 0.7036 -2.4785 0.1 -0.3 -0.9
O -0.1902 1.0202 -3.2046 0.3 0.2 -0.5
H -1.1288 0.9054 2.9664 -0.6 -0.3 0.2
H -2.5542 0.3011 3.3582 0.8 0.0 -0.1
O -1.5963 0.1273 3.3688 -0.1 0.2 -0.2
H 1.4609 0.8814 -2.8336 0.1 0.0 -0.2
H 2.7175 1.7461 -2.5717 0.0 -0.1 0.0
O 2.4176 0.8310 -2.6050 0.0 0.1 0.0
H 2.6489 -0.1471 -1.2676 0.1 0.1 0.0
H 3.6210 -0.9964 -0.3849 0.1 0.0 0.0
O 2.7181 -0.6690 -0.4268 0.2 0.0 -0.2
H 1.6881 -0.2056 2.3896 0.0 0.3 -0.1
H 2.2682 0.3361 1.0561 -0.1 0.2 0.7
O 1.9866 0.6308 1.9525 0.1 -0.4 -0.4
H 0.0796 2.8993 2.6983 -0.4 -0.7 -0.7
H 0.6254 1.5981 2.0432 -0.1 0.3 -0.2
O -0.1924 2.1712 2.0939 0.5 0.5 0.7
```
Positions in Å, forces in eV/Å.